Entry 1:
The following is a DFT calculation (ωB97M-V/def2-TZVPD) of a gas-phase ion, CH4N (charge +2).

The geometry in XYZ format:
```
6
Properties=species:S:1:pos:R:3:nbo_charge:R:1
N -0.450 0.524 -0.827 0.464
C -0.007 -0.129 0.363 -0.536
H -0.769 -0.922 0.213 0.509
H 0.424 0.776 -1.489 0.564
H -0.297 0.345 1.282 0.484
H 1.100 -0.595 0.457 0.515
```

Properties
Energy above the lowest of the compared OMol25 structures with the same formula, charge and spin, eV: 4.3029
<S²>: 0.77
HOMO (spin up / spin down), hartree: -1.0703 / -1.1110
LUMO (spin up / spin down), eV: -19.845 / -20.336
HOMO-LUMO gap (spin up / spin down), eV: 9.280 / 9.896
Multiplicity: 2
Net charge: +2



Entry 2:
The following is a DFT calculation (ωB97M-V/def2-TZVPD) of CH4N2 in the gas phase.

The geometry in XYZ format:
```
7
Properties=species:S:1:pos:R:3:nbo_charge:R:1
N -0.054 -1.261 -0.856 -0.698
N 0.098 0.829 0.343 -0.842
C -0.084 -0.541 0.195 0.286
H 0.263 1.432 -0.428 0.387
H 0.192 -0.697 -1.664 0.318
H -0.146 1.251 1.247 0.394
H -0.268 -1.013 1.164 0.154
```

Properties
Energy above the lowest of the compared OMol25 structures with the same formula, charge and spin, eV: 1.1043
SMILES: [H]/N=C\N
HOMO, hartree: -0.3454
LUMO, eV: 1.021
HOMO-LUMO gap, eV: 10.421
Multiplicity: 1



Entry 3:
The following is a DFT calculation (ωB97M-V/def2-TZVPD) of CH4N2 in the gas phase.

The geometry in XYZ format:
```
7
Properties=species:S:1:pos:R:3:nbo_charge:R:1
N 0.811 1.264 -0.413 -0.593
N -0.629 -0.501 0.509 -0.911
C 0.203 0.165 -0.453 0.271
H -1.385 -0.815 -0.091 0.373
H -0.244 -1.200 1.110 0.391
H 0.575 -0.606 -1.170 0.132
H 0.669 1.692 0.509 0.337
```

Properties
Energy above the lowest of the compared OMol25 structures with the same formula, charge and spin, eV: 1.9398
SMILES: [H]/N=C\N
HOMO, hartree: -0.3671
LUMO, eV: 1.048
HOMO-LUMO gap, eV: 11.037
Multiplicity: 1



Entry 4:
The following is a DFT calculation (ωB97M-V/def2-TZVPD) of CH4N2 in the gas phase.

The geometry in XYZ format:
```
7
Properties=species:S:1:pos:R:3:nbo_charge:R:1
N -0.905 -0.312 -1.143 -0.680
N 0.667 0.258 0.469 -0.851
C -0.358 -0.563 0.005 0.267
H -0.648 0.550 -1.526 0.327
H -0.411 -1.578 0.497 0.177
H 1.201 0.238 1.302 0.389
H 0.455 1.407 0.395 0.372
```

Properties
Energy above the lowest of the compared OMol25 structures with the same formula, charge and spin, eV: 2.0079
SMILES: [H]/N=C\N
HOMO, hartree: -0.3446
LUMO, eV: 0.994
HOMO-LUMO gap, eV: 10.372
Multiplicity: 1



no.,F_max (Eh/bohr)
1,0.15671
2,0.03045
3,0.06431
4,0.10932